# 1
Molecular formula: C26H31BrClFN2O10P
Method: DFT, ωB97M-V/def2-TZVPD

Results
Total charge: -1
HOMO: -3.084 eV
Lowest unoccupied orbital energy: -0.679 eV
Multiplicity: 1

Each line ends with the Löwdin charge.
Atoms and positions in Å:
C -5.84 2.04 -0.51  -0.133
C -4.28 2.39 -0.06  -0.374
C -3.65 3.26 -1.34  -0.103
C -3.45 1.00 0.20  -0.133
C -2.06 1.17 1.05  -0.016
C -1.39 -0.12 1.49  -0.024
C -2.00 -1.62 1.12  -0.075
C -1.33 -2.19 -0.30  -0.295
O -1.31 -1.11 -1.33  -0.143
C -2.19 -3.44 -0.95  -0.213
N -1.78 -4.73 -0.23  -0.036
C 0.05 -0.11 2.34  -0.157
O 0.28 -0.99 3.31  -0.022
C 1.09 1.11 1.90  0.063
C 2.75 0.92 1.91  0.012
C 3.49 -0.51 2.30  -0.112
C 4.43 -0.36 3.66  -0.641
O 4.21 0.67 4.50  -0.091
Br 5.93 -1.61 4.10  0.629
C 3.65 2.25 1.45  -0.003
C 5.29 2.23 1.36  -0.046
C 5.70 1.64 -0.15  -0.246
O 6.14 2.44 -1.16  -0.033
O 5.63 0.20 -0.46  -0.029
C 2.92 3.69 1.02  -0.003
C 3.81 5.03 0.55  -0.276
O 4.46 5.12 -0.61  0.020
N 3.84 6.22 1.49  0.117
C 3.55 5.82 2.93  -0.203
O 4.32 4.96 3.63  0.014
F 2.39 6.41 3.69  -0.050
C 1.26 3.83 1.02  -0.241
P 0.56 5.52 0.45  0.636
O -0.63 5.14 -0.82  -0.399
Cl -0.41 6.56 2.08  0.156
C 0.35 2.54 1.45  0.022
C -1.33 2.59 1.44  -0.152
O -1.98 3.70 1.77  -0.058
H -6.44 1.69 0.43  0.077
H -5.87 1.28 -1.40  0.088
H -6.31 3.08 -0.87  0.080
H -4.37 3.08 0.90  0.135
H -4.52 3.79 -1.96  0.077
H -3.02 2.57 -2.06  0.091
H -3.03 4.12 -0.85  0.056
H -4.16 0.30 0.85  0.127
H -3.33 0.46 -0.84  0.129
H -1.70 -2.41 1.96  0.136
H -3.17 -1.64 1.06  0.115
H -0.20 -2.49 -0.11  0.151
H -0.79 -1.42 -2.14  0.110
H -3.35 -3.27 -0.80  0.116
H -1.96 -3.56 -2.09  0.122
H -1.54 -5.49 -0.91  0.024
H -0.94 -4.49 0.34  0.048
H 4.18 -0.90 1.41  0.124
H 2.74 -1.38 2.53  0.126
H 5.81 1.53 2.14  0.125
H 5.80 3.28 1.43  0.136
H 5.07 0.08 -1.29  0.144
H 3.11 6.93 1.24  0.119
H -0.12 5.39 -1.67  0.073
C -0.83 -6.59 -4.57  -0.123
C -0.80 -7.52 -3.35  -0.740
C -2.11 -8.33 -3.29  -0.119
O -0.74 -6.77 -2.27  -0.323
H -1.67 -5.89 -4.54  0.057
H 0.10 -6.01 -4.66  0.053
H -0.94 -7.18 -5.49  0.045
H -0.01 -8.26 -3.55  0.097
H -2.99 -7.68 -3.21  0.061
H -2.12 -9.02 -2.43  0.056
H -2.23 -8.93 -4.19  0.044

# 2
Molecular formula: C30H42FN6O5V
Method: DFT, ωB97M-V/def2-TZVPD

Results
Total charge: +2
⟨S²⟩: 2.019
HOMO (spin up / spin down): -11.412 / -12.269 eV
Lowest unoccupied orbital energy (spin up / spin down): -5.122 / -5.234 eV
Energy above the lowest of the compared OMol25 structures with the same formula, charge and spin: 0.990 eV
Multiplicity: 3

Each line ends with the Löwdin charge.
Atoms and positions in Å:
V 0.19 0.22 -0.60  0.956
F -5.77 -0.83 -3.10  0.072
C -4.82 -1.76 -2.86  -0.179
C -3.74 -1.36 -2.14  0.092
C -2.73 -2.26 -1.80  -0.039
C -1.54 -1.83 -1.10  -0.200
O -1.28 -0.60 -0.89  -0.099
C -0.62 -2.85 -0.72  -0.010
C -0.84 -4.13 -1.10  0.076
N -1.91 -4.53 -1.82  0.026
C -2.02 -5.92 -2.20  -0.254
C -3.15 -6.75 -1.66  -0.092
C -1.75 -6.98 -1.18  -0.067
C -2.87 -3.60 -2.20  -0.101
C -3.95 -3.97 -2.99  0.066
C -4.97 -3.08 -3.34  -0.113
N -6.03 -3.50 -4.16  -0.076
C -6.48 -4.89 -4.15  -0.121
C -6.66 -5.34 -5.61  -0.063
N -7.16 -4.17 -6.41  0.071
C -8.02 -3.28 -5.57  -0.078
C -7.12 -2.59 -4.54  -0.118
C 0.61 -2.53 0.10  -0.554
O 1.27 -3.44 0.56  0.101
O 0.85 -1.27 0.28  -0.125
H -3.69 -0.33 -1.80  0.137
H -0.12 -4.90 -0.83  0.159
H -1.70 -6.11 -3.21  0.159
H -3.60 -7.48 -2.32  0.109
H -3.84 -6.29 -0.96  0.118
H -1.23 -7.87 -1.49  0.118
H -1.52 -6.66 -0.17  0.118
H -3.98 -4.99 -3.36  0.100
H -7.42 -4.98 -3.60  0.141
H -5.76 -5.54 -3.67  0.117
H -7.37 -6.16 -5.68  0.144
H -5.71 -5.65 -6.04  0.140
H -7.66 -4.49 -7.24  0.191
H -6.36 -3.62 -6.72  0.187
H -8.79 -3.90 -5.10  0.140
H -8.51 -2.54 -6.19  0.146
H -7.73 -2.28 -3.68  0.145
H -6.69 -1.70 -4.98  0.132
C -1.70 1.81 -2.38  -0.069
N -0.29 1.79 -1.98  -0.343
C 0.54 1.61 -3.19  -0.061
C 0.03 3.08 -1.31  -0.140
C -0.24 2.96 0.17  -0.234
C -0.36 4.08 0.98  -0.040
C -0.52 3.93 2.35  -0.077
C -0.57 2.66 2.91  -0.080
C -0.46 1.54 2.10  -0.087
C -0.29 1.67 0.72  -0.148
H -1.90 2.64 -3.06  0.104
H -2.33 1.92 -1.49  0.105
H -1.95 0.88 -2.89  0.078
H 0.34 2.40 -3.93  0.105
H 0.32 0.64 -3.64  0.097
H 1.59 1.64 -2.92  0.082
H -0.54 3.90 -1.76  0.135
H 1.09 3.30 -1.46  0.127
H -0.32 5.07 0.54  0.116
H -0.60 4.81 2.98  0.107
H -0.70 2.55 3.98  0.104
H -0.51 0.55 2.53  0.080
C 3.85 0.57 2.49  -0.037
N 2.82 0.48 1.47  0.071
C 2.88 1.06 0.28  -0.503
N 3.93 1.85 -0.01  0.227
O 1.97 0.92 -0.61  -0.112
H 3.46 0.13 3.41  0.097
H 4.10 1.61 2.70  0.094
H 4.75 0.03 2.20  0.099
H 2.13 -0.24 1.54  0.124
H 4.69 1.97 0.63  0.107
H 3.96 2.33 -0.89  0.125
C -2.79 -2.93 3.76  -0.081
C -2.29 -1.63 3.15  -0.306
O -1.16 -1.82 2.30  -0.094
H -3.68 -2.74 4.37  0.080
H -2.02 -3.36 4.41  0.079
H -3.04 -3.66 2.99  0.071
H -2.06 -0.92 3.94  0.112
H -3.06 -1.19 2.51  0.115
H -0.51 -2.35 2.78  0.096

# 3
Molecular formula: C2H3Cl2NS
Method: DFT, ωB97M-V/def2-TZVPD

Results
HOMO: -8.530 eV
Lowest unoccupied orbital energy: 0.640 eV
Energy above the lowest of the compared OMol25 structures with the same formula, charge and spin: 1.573 eV
Multiplicity: 1

Each line ends with the Löwdin charge.
Atoms and positions in Å:
S 0.35 0.24 -2.79  0.635
C 0.09 0.26 -1.22  -0.884
N 0.03 -0.83 -0.48  -0.125
C -0.10 -0.70 1.28  -1.175
Cl -1.05 -1.97 1.66  0.718
Cl 1.50 -0.73 1.93  0.613
H -0.16 1.08 -0.67  0.026
H 0.50 -1.66 -1.03  0.148
H -0.52 0.28 1.31  0.044

# 4
Molecular formula: C23H23N3O
Method: DFT, ωB97M-V/def2-TZVPD

Results
HOMO: -7.465 eV
Lowest unoccupied orbital energy: 0.490 eV
Energy above the lowest of the compared OMol25 structures with the same formula, charge and spin: 1.086 eV
Multiplicity: 1

Each line ends with the Löwdin charge.
Atoms and positions in Å:
C 4.59 -0.60 1.72  -0.051
C 3.12 -0.59 1.53  -0.224
C 2.59 -0.55 0.24  0.048
C 1.19 -0.46 0.08  -0.133
C 0.32 -0.51 1.19  -0.115
C 0.81 -0.53 2.49  0.069
C 2.23 -0.57 2.66  -0.180
C 2.73 -0.53 3.97  -0.208
N 3.13 -0.53 5.07  0.152
C -1.00 -0.33 0.67  -0.128
C -2.21 -0.31 1.46  -0.112
C -2.39 -1.22 2.55  -0.046
C -3.59 -1.26 3.24  -0.114
C -4.61 -0.37 3.03  -0.030
C -4.43 0.53 1.97  -0.233
C -3.28 0.58 1.17  -0.113
C -3.41 1.70 0.20  -0.110
C -4.83 2.23 0.43  -0.168
N -5.31 1.54 1.62  0.019
C -0.89 -0.16 -0.69  0.028
N 0.43 -0.26 -1.06  0.001
C 0.90 -0.17 -2.45  -0.227
C 1.70 -1.39 -2.96  -0.112
C 2.98 -0.82 -3.62  -0.134
C 2.68 0.66 -3.88  -0.387
O 1.95 0.78 -5.08  -0.038
C 1.76 1.09 -2.74  -0.063
H 5.05 -0.89 0.78  0.076
H 4.88 -1.39 2.43  0.091
H 4.96 0.37 2.07  0.098
H 3.23 -0.48 -0.61  0.091
H 0.14 -0.47 3.35  0.128
H -1.60 -1.93 2.78  0.112
H -3.73 -1.96 4.06  0.107
H -5.55 -0.38 3.60  0.114
H -2.66 2.46 0.41  0.124
H -3.27 1.35 -0.84  0.103
H -4.72 3.30 0.58  0.100
H -5.51 2.06 -0.42  0.115
H -6.31 1.46 1.77  0.136
H -1.67 -0.03 -1.44  0.134
H 0.09 -0.05 -3.15  0.138
H 1.98 -2.08 -2.16  0.108
H 1.11 -1.96 -3.73  0.126
H 3.83 -0.98 -2.94  0.112
H 3.19 -1.31 -4.60  0.121
H 3.56 1.23 -3.93  0.124
H 2.39 0.38 -5.87  0.117
H 1.14 1.91 -3.08  0.121
H 2.32 1.43 -1.89  0.116

# 5
Molecular formula: C5H15N2O
Method: DFT, ωB97M-V/def2-TZVPD

Results
Total charge: +1
HOMO: -13.610 eV
Lowest unoccupied orbital energy: -2.988 eV
Energy above the lowest of the compared OMol25 structures with the same formula, charge and spin: 1.442 eV
Multiplicity: 1

Each line ends with the Löwdin charge.
Atoms and positions in Å:
C -1.07 2.04 1.54  -0.071
C -1.50 0.68 0.97  -0.227
N -0.60 -0.46 1.29  -0.084
C 0.80 -0.31 0.85  -0.168
C 1.05 -0.83 -0.56  -0.239
N 0.13 -2.03 -0.73  0.228
C 0.73 0.13 -1.68  -0.210
O 0.86 -0.58 -2.89  -0.039
H -0.02 2.12 1.81  0.066
H -1.21 2.86 0.84  0.078
H -1.68 2.29 2.39  0.072
H -2.45 0.46 1.44  0.117
H -1.54 0.67 -0.11  0.085
H -0.51 -0.49 2.30  0.119
H 1.50 -0.60 1.61  0.130
H 1.03 0.76 0.82  0.113
H 2.06 -1.17 -0.74  0.163
H 0.73 -2.86 -0.67  0.175
H -0.54 -2.10 0.04  0.148
H -0.20 -2.08 -1.70  0.161
H -0.27 0.56 -1.64  0.120
H 1.47 0.93 -1.58  0.147
H 1.20 -0.01 -3.59  0.115

# 6
Molecular formula: C62H45F4N5SiW
Method: DFT, ωB97M-V/def2-TZVPD

Results
HOMO (spin up / spin down): -6.403 / -6.421 eV
Lowest unoccupied orbital energy (spin up / spin down): -1.551 / -1.550 eV
Multiplicity: 1

Each line ends with the Löwdin charge.
Atoms and positions in Å:
W -0.29 -0.26 0.17  1.616
C -2.56 -6.16 -4.56  -0.085
C -3.32 -5.01 -4.70  -0.076
C -2.99 -3.85 -4.02  -0.025
C -1.87 -3.79 -3.18  -0.147
C -1.14 -4.98 -3.02  -0.043
C -1.48 -6.14 -3.70  -0.073
C -1.46 -2.61 -2.36  -0.029
C -0.09 -2.43 -2.18  -0.218
C 0.91 -2.85 -3.12  0.005
C 2.11 -2.40 -2.68  0.022
C 1.86 -1.77 -1.42  -0.236
C 2.83 -1.43 -0.49  -0.083
C 4.26 -1.36 -0.89  -0.189
C 4.90 -0.12 -0.88  -0.019
C 6.22 -0.01 -1.30  -0.063
C 6.91 -1.14 -1.71  -0.084
C 6.29 -2.38 -1.69  -0.077
C 4.97 -2.49 -1.28  -0.042
C 2.49 -1.24 0.85  -0.229
N 1.21 -1.14 1.34  -0.020
C 1.32 -1.35 2.70  -0.238
C 0.28 -1.27 3.62  -0.083
C 0.57 -1.59 5.04  -0.198
C 0.44 -0.63 6.04  -0.037
C 0.72 -0.94 7.36  -0.073
C 1.13 -2.22 7.70  -0.086
C 1.27 -3.18 6.72  -0.075
C 0.99 -2.87 5.39  -0.034
C -1.00 -0.85 3.26  -0.213
C -2.09 -0.66 4.18  0.015
C -3.13 -0.18 3.46  0.012
C -2.70 -0.13 2.09  -0.238
N -1.39 -0.51 1.99  -0.009
C -3.56 0.09 1.02  -0.062
C -3.25 -0.36 -0.25  -0.235
C -4.20 -0.51 -1.30  0.029
C -3.68 -1.38 -2.19  0.017
C -2.36 -1.74 -1.74  -0.189
N -2.08 -1.04 -0.58  -0.026
C -4.95 0.55 1.28  -0.201
C -5.92 -0.39 1.66  -0.037
C -7.23 0.01 1.89  -0.077
C -7.59 1.34 1.73  -0.089
C -6.63 2.27 1.35  -0.068
C -5.32 1.88 1.13  -0.004
C 2.69 -1.52 3.06  0.019
C 3.42 -1.41 1.92  0.029
N 0.51 -1.71 -1.17  -0.012
H -2.83 -7.06 -5.09  0.103
H -4.19 -5.01 -5.36  0.105
H -3.61 -2.99 -4.18  0.084
H -0.32 -5.01 -2.32  0.118
H -0.89 -7.03 -3.54  0.105
H 0.71 -3.38 -4.04  0.120
H 3.07 -2.50 -3.16  0.115
H 4.34 0.75 -0.57  0.112
H 6.69 0.96 -1.31  0.107
H 7.94 -1.05 -2.04  0.102
H 6.84 -3.27 -1.99  0.103
H 4.49 -3.46 -1.26  0.121
H 0.15 0.38 5.77  0.120
H 0.62 -0.18 8.12  0.105
H 1.34 -2.46 8.74  0.102
H 1.59 -4.18 6.97  0.104
H 1.09 -3.62 4.62  0.123
H -2.07 -0.89 5.23  0.114
H -4.12 0.08 3.81  0.120
H -5.16 -0.02 -1.34  0.129
H -4.14 -1.68 -3.11  0.091
H -5.64 -1.43 1.78  0.126
H -7.97 -0.72 2.18  0.103
H -8.61 1.65 1.90  0.101
H -6.91 3.31 1.22  0.105
H -4.58 2.60 0.82  0.097
H 3.06 -1.68 4.06  0.119
H 4.49 -1.48 1.81  0.122
C 1.30 1.90 2.45  -0.161
Si -0.17 2.75 1.68  0.408
C -1.30 3.18 3.12  -0.157
C 0.53 4.31 0.89  -0.149
N -0.95 1.76 0.45  -0.211
C -1.76 2.44 -0.44  -0.315
C -2.48 3.61 -0.11  -0.086
C -3.27 4.29 -1.02  -0.104
C -3.41 3.84 -2.32  -0.102
C -2.73 2.69 -2.70  -0.020
C -1.94 2.05 -1.78  -0.225
F -1.27 0.93 -2.21  0.017
H 1.84 2.69 2.99  0.046
H 1.99 1.47 1.73  0.017
H 1.03 1.14 3.19  0.014
H -0.68 3.29 4.02  0.031
H -2.03 2.40 3.31  0.017
H -1.83 4.12 2.98  0.025
H 0.61 5.12 1.62  0.035
H -0.07 4.67 0.05  0.027
H 1.53 4.08 0.52  0.013
H -2.41 3.98 0.90  0.083
H -3.79 5.19 -0.70  0.103
H -4.04 4.37 -3.03  0.096
H -2.79 2.29 -3.70  0.118
F 5.50 4.76 -5.75  0.135
C 5.94 3.73 -5.00  -0.581
F 6.42 2.81 -5.86  0.130
F 6.99 4.19 -4.29  0.130
C 4.87 3.17 -4.12  -0.133
C 4.20 2.00 -4.47  -0.005
C 3.22 1.49 -3.63  -0.011
C 2.88 2.15 -2.44  -0.248
C 3.55 3.34 -2.12  -0.015
C 4.54 3.84 -2.95  -0.008
C 1.93 1.57 -1.55  -0.081
C 1.19 0.95 -0.81  -0.116
H 4.46 1.48 -5.38  0.120
H 2.70 0.58 -3.89  0.115
H 3.29 3.85 -1.21  0.108
H 5.05 4.75 -2.69  0.123

# 7
Molecular formula: C3H3Cl3
Method: DFT, ωB97M-V/def2-TZVPD

Results
HOMO: -10.640 eV
Lowest unoccupied orbital energy: -0.848 eV
Energy above the lowest of the compared OMol25 structures with the same formula, charge and spin: 1.794 eV
Multiplicity: 1

Each line ends with the Löwdin charge.
Atoms and positions in Å:
C -1.16 0.50 0.84  0.000
C -0.35 -0.06 0.03  -0.445
C 1.03 -0.13 -0.56  -1.168
Cl -1.04 -1.96 -0.94  0.222
Cl 2.16 -0.57 0.73  0.592
Cl 1.44 1.52 -1.10  0.569
H -2.15 0.14 0.97  0.072
H -1.08 1.32 1.55  0.102
H 1.15 -0.76 -1.51  0.057

# 8
Molecular formula: C45H36N7O5STeTl
Method: DFT, ωB97M-V/def2-TZVPD

Results
Total charge: -2
HOMO: -1.310 eV
Lowest unoccupied orbital energy: 3.314 eV
Energy above the lowest of the compared OMol25 structures with the same formula, charge and spin: 1.376 eV
Multiplicity: 1

Each line ends with the Löwdin charge.
Atoms and positions in Å:
Tl -0.20 -1.21 1.04  1.020
O 1.93 -3.86 4.25  -0.002
C 3.21 -3.83 4.02  -0.335
C 4.09 -4.78 4.57  -0.035
C 5.45 -4.65 4.31  -0.138
C 6.01 -3.75 3.42  -0.157
C 5.23 -2.80 2.82  -0.024
C 3.79 -2.93 3.04  -0.071
C 2.87 -2.00 2.47  -0.456
O 1.64 -2.00 2.80  -0.166
N 3.49 -1.11 1.65  0.004
N 2.61 -0.39 0.93  -0.025
C 3.16 0.73 0.38  -0.094
C 2.48 1.42 -0.67  -0.182
C 3.37 1.89 -1.63  -0.095
C 2.83 2.56 -2.73  -0.151
C 1.42 2.65 -2.88  -0.145
C 0.54 2.25 -1.91  -0.090
C 1.04 1.61 -0.76  -0.446
O 0.25 1.29 0.22  -0.295
H 1.57 -2.91 3.67  0.065
H 3.66 -5.49 5.29  0.106
H 6.09 -5.34 4.83  0.077
H 7.08 -3.74 3.31  0.074
H 5.60 -2.02 2.11  0.106
H 4.11 1.06 0.65  0.078
H 4.45 1.68 -1.62  0.102
H 3.53 2.98 -3.47  0.066
H 1.10 3.06 -3.83  0.077
H -0.55 2.48 -1.91  0.109
O -2.86 -4.32 -1.72  -0.024
C -4.08 -4.49 -1.26  -0.316
C -4.90 -5.51 -1.86  -0.043
C -6.15 -5.77 -1.36  -0.141
C -6.67 -5.02 -0.28  -0.137
C -5.90 -4.02 0.32  -0.035
C -4.55 -3.73 -0.14  -0.075
C -3.58 -2.84 0.49  -0.385
O -2.45 -2.54 -0.12  -0.149
N -3.90 -2.55 1.75  0.034
N -2.88 -2.01 2.37  -0.029
C -3.02 -1.68 3.62  -0.128
C -2.11 -0.84 4.33  -0.292
C -2.67 -0.16 5.41  -0.051
C -1.80 0.39 6.37  -0.110
C -0.47 0.50 6.07  -0.116
C 0.00 -0.08 4.91  -0.114
N -0.78 -0.79 4.06  0.110
H -2.53 -3.38 -1.06  0.072
H -4.44 -6.10 -2.68  0.111
H -6.77 -6.47 -1.96  0.093
H -7.73 -5.16 -0.05  0.081
H -6.37 -3.47 1.11  0.087
H -3.93 -1.91 4.20  0.108
H -3.75 -0.01 5.63  0.113
H -2.13 0.87 7.34  0.113
H 0.26 0.88 6.80  0.103
H 1.05 0.00 4.65  0.112
C -0.72 7.15 1.46  -0.519
Te -0.20 5.10 1.09  1.204
C 1.78 5.69 1.93  -0.399
C 1.71 7.17 2.22  -0.285
C 2.77 7.83 2.82  -0.033
C 2.57 9.19 3.22  -0.082
C 1.44 9.85 2.81  -0.145
C 0.41 9.28 2.16  -0.054
C 0.52 7.90 1.92  -0.266
H -1.57 7.02 2.18  0.042
H -1.12 7.58 0.51  0.051
H 2.54 5.50 1.19  0.043
H 1.98 5.08 2.83  0.062
H 3.66 7.31 3.19  0.115
H 3.20 9.58 3.99  0.086
H 1.45 10.86 3.06  0.075
H -0.46 9.87 1.81  0.121
S -2.14 -2.83 -6.29  1.010
C -1.08 -2.40 -4.95  -0.534
C -0.02 -3.26 -4.50  -0.066
C 0.57 -2.96 -3.28  -0.147
N 0.27 -1.92 -2.53  0.086
C -0.71 -1.11 -2.90  -0.132
C -1.35 -1.26 -4.12  -0.073
C -1.57 -1.77 -7.55  -0.541
C -0.58 -0.79 -7.33  -0.042
C -0.12 -0.14 -8.52  -0.126
N -0.70 -0.29 -9.72  0.019
C -1.54 -1.27 -9.92  -0.167
C -2.16 -1.93 -8.82  -0.095
H 0.35 -4.06 -5.17  0.109
H 1.38 -3.58 -2.85  0.119
H -1.00 -0.34 -2.17  0.115
H -2.15 -0.55 -4.43  0.120
H -0.09 -0.62 -6.37  0.105
H 0.66 0.58 -8.44  0.089
H -1.81 -1.42 -10.94  0.089
H -2.93 -2.65 -8.89  0.078